C48H60BrIN4S3TeTl as an isolated structure, computed with the ωB97M-V functional and the def2-TZVPD basis.

The geometry in XYZ format:
```
119
Properties=species:S:1:pos:R:3:lowdin_charge:R:1
Tl 0.90882 0.02263 0.03625 0.7486
H 1.33799 -0.70212 6.57634 0.0997
C -3.69363 1.97464 -3.60748 -0.1950
C -1.87979 -5.57762 -2.64514 -0.0830
C 1.08415 -3.12404 5.09365 -0.2072
C 3.88711 -2.86798 1.12642 -0.7358
H -4.18015 4.23144 0.20790 0.0629
C 3.68667 -2.49850 -0.19932 -0.1678
H 1.91328 5.52890 0.40192 0.0594
H -1.55848 -6.64767 0.55020 0.0628
H 1.68237 -2.78232 5.94257 0.1034
C 1.81147 5.99291 -1.70174 -0.5432
C 0.48820 -5.92025 0.52915 -0.1950
H -1.78330 5.90218 1.14111 0.1031
H -3.99209 4.92227 1.81318 0.0736
H 0.81186 -6.61105 -0.25389 0.1067
C 3.90865 -4.22087 1.44723 -0.7367
C -0.60032 2.14234 2.23759 -0.2555
H 2.62839 1.00740 -2.48643 0.0004
C -2.41302 -0.23417 -3.42929 -0.1251
C -1.57017 3.78410 1.05126 -0.1650
C 0.50773 -3.18816 1.99028 0.0684
C -0.63605 0.15966 6.64576 -0.0902
H 1.21744 3.70176 -2.70788 0.0484
H 1.24325 0.90514 5.89470 0.1056
H -1.39270 -2.74276 -3.20690 0.0547
C 0.20139 0.06125 3.39232 -0.2557
C -1.44325 -0.76429 -2.45307 -0.3169
C -1.46792 2.55796 0.30163 -0.2555
C 3.73862 -5.18692 0.46602 -0.1687
H -1.96469 5.23749 -0.46395 0.0991
C 0.52910 5.10354 3.47336 -0.0856
C -2.19451 -0.70156 -5.91009 -0.1022
H 3.65205 -1.44913 -0.46167 0.0627
C 3.51102 -3.46024 -1.18089 -0.0810
H 0.03499 1.97295 4.23541 0.1096
H -3.80185 1.76854 -4.67488 0.1020
C -1.94938 1.23659 -1.78327 -0.2299
N -1.19725 0.09691 -1.50218 0.0672
C -5.06346 1.89047 -2.92677 -0.0889
H -2.60453 3.17043 -1.40359 0.1049
H -4.17674 5.98974 0.41125 0.0657
C -2.98201 -0.94548 -4.61966 -0.1948
H -1.27817 0.80614 6.04584 0.0678
C -0.15384 -3.86840 5.60246 -0.0844
H -0.51269 0.61407 7.63147 0.0655
H -1.15556 -1.00923 -5.79407 -0.0002
S 4.31704 2.60193 -2.73780 0.8197
H -3.03582 -2.01840 -4.41749 0.1011
N -0.15138 -2.27879 -0.18523 0.0584
N 0.12235 -0.80807 2.33490 0.0526
C 1.51847 2.82918 -2.13243 -0.5297
C -2.20781 5.05889 0.58876 -0.2179
H 0.63503 2.19581 -2.03629 0.0331
C 4.39963 3.90746 -3.98146 -0.5702
C 0.21572 -4.57924 -0.07417 -0.1344
H -1.04362 3.93521 4.37581 0.1016
N -0.88743 1.59629 1.01781 0.0582
H -1.62126 5.24478 3.37789 0.1011
H 3.36867 -5.55662 -1.61064 0.1104
C -2.70768 1.01776 -3.01396 -0.1347
C -0.81525 -2.08867 -2.55955 -0.5284
H 2.33693 1.93818 -3.92326 0.0790
H 0.19362 -6.09870 -2.36365 0.1040
H 0.63926 5.77102 4.33115 0.0659
H 2.40492 4.72541 -3.95450 0.0530
C 1.46025 5.11213 -0.49852 -0.5396
H 0.37580 5.15061 -0.35322 0.0518
C 0.58396 -0.64792 4.58901 -0.1533
H 1.31788 -5.84036 1.23721 0.0863
H -5.47690 0.88534 -3.02401 0.0728
H 0.12259 -4.73180 6.21202 0.0661
I 4.12671 -1.34903 2.53745 0.9428
Br 4.12892 -4.84189 3.22630 0.7136
Te 1.03668 -1.75874 -3.76994 0.6305
C -2.01484 2.34883 -1.00758 0.0675
H -1.15561 -0.79172 6.76937 0.0630
H 1.18314 5.75689 -2.56003 0.0611
H -4.01535 -0.61484 -4.76258 0.1019
H -4.97704 2.10721 -1.86112 0.0662
H -2.20045 0.36158 -6.16093 0.0686
C 0.23435 -3.31651 0.66795 -0.2173
C 3.53046 -4.80542 -0.84757 -0.0778
C 0.45052 -2.00562 2.80480 -0.2669
H -2.23611 -6.11147 -1.76205 0.0613
H -0.75989 -4.22127 4.76551 0.0686
C -0.39659 -2.81765 -1.34890 -0.3080
S 2.02356 3.39704 -0.48562 0.7968
H 1.72052 -3.81890 4.54175 0.0467
C -1.02096 3.51854 2.28109 -0.1433
H -2.50666 -4.69182 -2.76446 0.0663
S 3.54140 5.97413 -2.25834 0.8467
C -3.72991 5.05667 0.76245 -0.0910
C 2.60585 2.03035 -2.86852 -0.5534
C 3.42795 5.07476 -3.83548 -0.5439
C -0.40478 -5.19219 -2.49099 -0.1988
H -5.76947 2.59740 -3.36763 0.0661
H -0.04578 -4.70736 -3.40317 0.0698
C 0.71627 -0.05159 5.95645 -0.1951
H -0.78121 -3.20898 6.20473 0.0614
H 0.70189 5.68159 2.56488 0.0584
H 3.75423 -6.23170 0.74529 0.0954
C -0.16732 -4.27693 -1.33461 -0.1386
H 3.31654 -3.15216 -2.19527 0.0351
H -1.08124 -5.81720 2.02730 0.0686
H -2.63682 -1.25344 -6.74296 0.0663
C -0.73424 -6.49899 1.24967 -0.0781
C 0.73758 -1.95757 4.22308 -0.1696
H 0.79615 -4.09805 2.51008 0.1065
C -0.86075 4.46144 3.43481 -0.1973
H -0.49977 -7.45895 1.71411 0.0686
H -2.02949 -6.21686 -3.51734 0.0683
H -3.30968 2.99531 -3.52955 0.1055
H 4.26298 3.47693 -4.97759 0.0720
H 1.57980 7.02611 -1.43472 0.0634
H 3.62013 5.78300 -4.64434 0.0649
H 5.42833 4.26975 -3.92750 0.0618
C -0.09820 1.41191 3.31406 0.0833
H 1.30425 4.33735 3.52608 0.0761
```

Energy relative to the best compared isomer or geometry (same formula, charge and spin) = 0.122 eV
Calculated total energy = -6590.9643 hartree
Total charge = -1


A 2-piece molecular cluster, C3H4O2S overall at a distorted geometry, computed with the ωB97M-V functional and the def2-TZVPD basis.

The geometry in XYZ format:
```
10
Properties=species:S:1:pos:R:3:nbo_charge:R:1
C 0.70422 -0.68384 -0.33797 -0.2323
H -0.67572 0.72198 0.21243 0.2444
O 1.92376 -1.68666 -2.64465 -0.8826
C 2.02514 -0.39956 -0.08809 -0.3665
H -1.32496 -0.77957 0.25656 0.2524
H 2.42191 0.77022 0.88129 0.2171
H -1.07328 -0.23219 -1.26892 0.2552
C -0.63222 -0.23625 -0.32060 -0.6931
S 1.74878 -1.81810 -1.23455 2.0887
O 2.12955 -3.11195 -0.68936 -0.8834
```

Energy relative to the best compared isomer or geometry (same formula, charge and spin) = 5.921 eV
Calculated total energy = -665.1680 hartree
Total charge = 0


One molecule with the formula C5H7N3 at a distorted geometry, computed with the ωB97M-V functional and the def2-TZVPD basis.

The geometry in XYZ format:
```
15
Properties=species:S:1:pos:R:3:nbo_charge:R:1
H 0.16434 0.98886 -3.58209 0.1723
C 0.34202 0.43550 -2.66070 -0.0454
N -0.45748 0.59803 -1.71163 -0.4661
H 0.97663 -1.88858 3.57581 0.2429
C 0.24611 -0.79741 1.74012 0.1036
C 0.71118 -1.39332 2.68282 -0.2742
N 0.08981 0.15179 0.43991 -0.4263
H 0.36363 1.82596 1.63524 0.2169
C -0.49463 -0.57235 -0.50009 0.5987
H 1.13276 -0.31928 -2.66084 0.1516
N -0.64657 -1.74700 -0.85144 -0.6884
C -0.30677 1.49926 0.84314 -0.3978
H -1.33692 1.52084 1.20084 0.1976
H -0.19054 2.16786 -0.00727 0.2422
H -0.59357 -2.47017 -0.14381 0.3724
```

SMILES string = [H]/N=C(/N=C)N(C)C#C
Energy relative to the best compared isomer or geometry (same formula, charge and spin) = 6.049 eV
Calculated total energy = -358.7961 hartree
Total charge = 0


CH2FO4S as an isolated structure at a distorted geometry, computed with the ωB97M-V functional and the def2-TZVPD basis.

The geometry in XYZ format:
```
9
Properties=species:S:1:pos:R:3:nbo_charge:R:1
C 0.18690 -0.95515 0.52316 0.5467
O 0.13631 1.46729 -0.78630 -0.9837
S 0.90875 0.69012 0.16798 2.3340
F -0.37441 -1.59917 -0.56405 -0.3691
H -1.88671 0.38445 -0.63831 0.0292
H -2.52585 0.24442 -1.15300 -0.0422
O 2.07390 0.05355 -0.42721 -0.9841
O 0.38499 -1.67515 1.46331 -0.5572
O 1.09612 1.38964 1.41441 -0.9736
```

Energy relative to the best compared isomer or geometry (same formula, charge and spin) = 1.223 eV
Calculated total energy = -838.3613 hartree
Total charge = -1


C16H15HgN5S6 as an isolated structure at a distorted geometry, computed with the ωB97M-V functional and the def2-TZVPD basis.

The geometry in XYZ format:
```
43
Properties=species:S:1:pos:R:3:mulliken_spin:R:1
H -1.92861 -0.09934 3.36961 0.0014
H -1.50939 4.37367 -3.86969 0.0000
S -0.01213 2.62733 0.45913 0.0054
C -0.44976 4.16081 -4.14641 0.0001
N -1.40599 0.02710 -1.71034 -0.0496
C 4.28102 -1.65702 1.45538 0.0889
H -5.36522 -3.67468 -2.83622 -0.0080
H 5.55369 -2.54008 2.96075 0.0073
S 2.88294 -0.40464 -0.38898 0.0295
N -3.50931 -1.09482 -2.40470 -0.0406
H -1.95008 -3.22101 -2.59808 -0.0109
S 1.69471 5.60911 -2.23486 0.0001
C 4.50717 -2.32911 2.66590 -0.0228
N 0.62752 -1.12215 1.69527 0.1093
S 0.28021 3.02287 -2.91836 0.0067
H -0.39839 3.62621 -5.12704 0.0000
C 0.88498 4.11203 -1.72693 -0.0008
H 0.14140 5.07027 -4.18073 -0.0001
C -3.80364 -2.35102 -2.75517 0.0864
C 1.40446 6.50664 -0.76366 0.0000
C -0.37221 -1.24501 2.55929 0.1468
C 0.99096 -2.61248 3.96034 0.2672
S 0.65251 5.56055 0.43886 0.0001
C -0.27749 -2.16482 3.59474 -0.0248
C 1.84165 -1.57947 1.94688 0.0524
H 5.10667 -1.19751 0.91146 0.0238
C 3.44319 -2.75486 3.49333 0.1570
N -2.93711 -3.37459 -2.85312 0.0277
H -1.22547 -2.30954 4.10137 0.0010
C -1.68212 -0.50086 2.40193 -0.0052
H 3.73668 -3.29431 4.35777 0.0041
H -5.78674 -2.03283 -2.67933 0.0003
N -5.09266 -2.68007 -3.02070 -0.0022
C 2.96604 -1.22975 1.08465 0.0258
H -1.50878 0.36632 1.75610 -0.0027
Hg 0.50389 0.04606 -0.82048 0.1108
S 1.96506 8.04751 -0.52364 0.0000
H 1.12010 -3.24238 4.87027 0.0166
H -3.26705 -4.28406 -3.21126 -0.0275
C 2.11946 -2.38841 3.14202 -0.0672
H -2.42612 -1.16671 2.00455 0.0156
C 0.56261 3.97232 -0.37306 0.0013
C -2.35864 -0.57726 -2.08683 0.0767
```

Spin multiplicity = 2
Energy relative to the best compared isomer or geometry (same formula, charge and spin) = 0.434 eV
Calculated total energy = -3435.0232 hartree
Total charge = -1


C46H55BaN9O4PS5Si as an isolated structure at a distorted geometry, computed with the ωB97M-V functional and the def2-TZVPD basis.

The geometry in XYZ format:
```
122
Properties=species:S:1:pos:R:3:lowdin_charge:R:1
C 3.61840 0.32588 -2.28398 -0.0344
C 2.48032 4.76641 -0.20899 -0.0658
H -6.65853 -2.92104 -3.72831 0.0994
H -3.48395 5.55415 -0.23432 0.1058
C 0.01899 -5.32293 -2.69925 -0.1659
H 5.24992 -1.39989 1.37694 0.0189
H 2.15207 5.70868 -0.62793 0.1031
H 4.74174 3.40836 1.90639 0.1042
C -3.69356 3.72302 -3.08202 -0.0682
H 1.99581 -0.29716 2.96567 0.0806
H 0.72623 -1.23720 2.60368 -0.0092
H 9.09766 4.87435 0.54511 0.1024
C -0.91686 2.73095 1.97870 -0.9743
C -6.76292 1.33482 2.33676 -0.0856
N 2.22079 2.39357 -0.07906 0.0471
C -6.61097 -0.92575 -2.94068 -0.0833
H 1.78961 -4.40069 -0.26782 0.0013
C 7.13581 5.90787 -1.82270 -0.1437
O -0.44340 2.00331 -1.75273 -0.2905
H -7.51749 -0.62142 -3.45024 0.1003
H 0.10016 -6.09176 -0.07215 0.1226
N 0.26898 0.28883 3.75135 -0.0620
H -3.88023 1.59114 -3.16874 0.0972
C -3.59202 4.68863 -0.87578 -0.0676
H 3.33986 -2.55697 3.28137 0.0210
H 1.79964 -3.27163 2.79494 -0.0040
H 1.04304 -5.60681 -2.42782 0.1213
H -6.56805 1.50455 4.46806 0.1005
H -1.61234 1.39676 4.86464 0.0258
H -7.82812 1.53423 2.33767 0.0996
O -2.45264 0.06830 -0.14136 -0.4398
H -0.08991 -5.47319 -3.77334 0.1202
H 5.59392 -3.07808 0.92488 0.0204
H -4.14771 1.05943 4.46682 0.0846
C 0.37936 -2.99607 -3.40769 -0.0294
C 2.86612 -3.21432 2.54211 -0.1816
H 5.07358 6.51510 -1.67335 0.1068
N 1.28413 0.17805 -3.09365 -0.0980
O -0.64107 -2.23692 -0.94276 -0.2756
C 5.94810 6.15287 -1.14934 -0.0754
C 2.61480 0.54995 -3.23010 -0.3224
C -6.12408 -2.21796 -3.10035 -0.0866
N -1.07758 -4.36377 -0.31449 -0.0778
C -0.74382 -0.37727 4.32836 -0.9182
C -3.57461 4.83314 -2.25801 -0.0777
C -1.40445 -3.90950 1.02981 -0.0390
C 5.20531 1.45101 -3.73024 -0.1145
H -6.65071 1.14038 0.20683 0.0943
H 3.51160 1.37178 1.15011 0.1077
H -0.02140 -3.21890 -4.39676 0.0930
C -3.72300 3.42836 -0.31233 -0.0665
C 4.22418 1.65959 -4.68920 -0.1115
C 2.93672 1.20480 -4.42957 -0.4952
C -3.83700 2.30797 -1.13749 -0.2673
H -1.98519 -5.96948 -2.29686 0.1178
H 3.28989 -4.21629 2.67777 0.0220
C -5.92702 -0.01971 -2.14374 -0.0966
C 5.90350 5.91462 0.21665 -0.5238
H -0.75831 -7.23034 -2.06706 0.1148
C 3.53763 4.71286 0.68481 -0.5179
C -6.10139 1.11095 1.14054 -0.0718
C -6.05494 1.31263 3.53290 -0.0834
C 0.55265 0.49779 -4.13220 -1.1649
H 1.02825 3.57434 -1.26872 0.0958
C -0.97518 -6.17010 -1.93242 -0.1532
P -3.79517 0.66064 -0.39916 0.7956
H -2.95996 0.61096 2.31311 0.0938
H 7.20544 6.08069 -2.89176 0.1040
C -4.02636 0.81240 2.33710 -0.0597
H 3.46204 -4.96140 -0.06368 0.0257
C -4.26130 -1.70126 -1.67145 -0.0450
H -0.99619 1.52671 -2.40566 -0.0698
O 2.21001 -1.36264 0.36472 -0.6881
H -0.58687 -4.10389 1.73063 0.0788
C -4.73138 0.84638 1.13757 -0.2606
N 8.24351 5.46168 -1.22928 0.0529
H -0.99119 2.14844 -0.96178 -0.0422
H 7.04861 5.26139 1.91424 0.1009
S -1.34169 3.60737 3.30530 0.4556
C 7.04735 5.44971 0.84872 -0.0886
N -0.62217 2.07953 1.05460 -0.0537
H -1.64028 -6.30076 0.11801 0.1196
Si 3.13697 -2.58788 0.77107 0.1810
C -3.82531 2.45993 -2.52529 -0.0881
H -3.45351 5.81824 -2.69397 0.1011
C 8.18617 5.23982 0.08277 -0.1498
H 0.17579 1.29490 3.68403 0.0754
C -0.61215 -3.44710 -1.22247 -0.4708
H -2.41629 -0.05052 5.37571 0.0637
H -3.32216 -1.96852 -1.19592 0.0963
H 5.27139 -1.86614 -0.33063 0.0132
S 1.50367 1.31994 -5.40408 0.9683
N -1.57723 0.40306 5.06430 0.0752
C -0.87675 -5.79114 -0.47066 -0.1727
N -0.19910 -3.91118 -2.43459 -0.0656
C 1.85007 3.57777 -0.56218 -0.1174
H 6.21371 1.80464 -3.90725 0.0910
H -1.60056 -2.84335 1.02296 0.0700
H -2.29709 -4.43116 1.37906 0.0912
H 0.11976 -1.97650 -3.16002 0.0167
H -3.71777 3.31282 0.76698 0.1026
H -4.55618 -3.60299 -2.61914 0.1010
C 4.89978 0.78450 -2.54206 -0.0976
C 3.92273 3.48614 1.20271 -0.0705
C -4.94712 -2.60302 -2.47347 -0.0678
C 4.98678 -2.20021 0.67466 -0.1802
H 5.67973 0.62670 -1.80502 0.0958
H -3.65019 3.82703 -4.15969 0.1080
C 2.84408 -4.09906 -0.33740 -0.1622
S -1.11872 0.26201 -4.33012 0.4850
H 4.45022 2.16809 -5.61873 0.0970
C 3.23586 2.35833 0.78280 -0.1233
S -0.97245 -2.03775 4.19780 0.5754
Ba 0.33080 -0.10753 -0.38235 1.9114
C -4.75712 -0.41036 -1.49326 -0.2555
H 1.47056 -3.08782 -3.43151 0.0980
C -4.69272 1.05344 3.53222 -0.0711
N 1.02138 -0.26659 2.69418 0.0027
H 3.38132 -0.21023 -1.36677 0.0713
H 3.04627 -3.84788 -1.38695 0.0259
H -6.28933 0.99802 -2.05073 0.1031
S 4.40372 6.21104 1.14480 0.9670
```

Energy relative to the best compared isomer or geometry (same formula, charge and spin) = 0.001 eV
Calculated total energy = -5227.3856 hartree
Total charge = -1